No. 1
The following is a quantum chemistry calculation of a structure of composition C9H9N3S in a non-equilibrium geometry, from the OMol25 dataset.

Structure (XYZ):
```
22
Properties=species:S:1:pos:R:3:lowdin_charge:R:1
C 2.872 1.231 -0.176 -0.01
C -0.880 0.918 0.052 -0.62
C -4.201 -1.130 0.103 -0.18
N 0.483 1.351 -0.039 0.04
H 2.760 2.395 -0.464 0.15
H 4.525 -1.790 0.292 0.10
C -3.033 0.962 -0.055 -0.17
C -2.918 -0.393 -0.062 -0.69
H 2.363 -2.691 -0.004 0.12
C 1.642 0.580 -0.085 -0.40
H 0.598 2.463 -0.441 0.23
H 5.008 0.673 0.328 0.14
S -1.260 -0.807 -0.321 1.04
H -4.962 -1.483 -1.030 0.17
H -3.967 -2.058 0.875 0.10
H -5.076 -0.468 0.773 0.12
N 1.515 -0.733 -0.089 0.04
C 3.790 -1.029 0.053 -0.11
C 3.945 0.324 0.016 -0.10
N -1.797 1.774 0.104 0.07
H -3.905 1.508 0.146 0.08
C 2.499 -1.598 0.025 -0.11
```

2S+1 = 1
HOMO level = -7.98 eV

---

No. 2
The following is a quantum chemistry calculation of the ion C6H12N3 with charge +1 in a non-equilibrium geometry, from the OMol25 dataset.

Structure (XYZ):
```
21
Properties=species:S:1:pos:R:3:lowdin_charge:R:1
H -2.663 1.015 1.754 0.11
C 2.648 0.474 -0.169 0.04
C -2.062 0.784 0.898 -0.04
H 2.723 0.834 -1.137 0.08
N -0.050 -1.959 0.636 0.13
H -0.023 -2.907 0.286 0.12
C -0.778 1.105 0.658 -0.09
C -2.811 0.131 -0.240 -0.15
H 0.343 1.752 -1.095 0.17
H -0.841 -1.467 0.234 0.01
H 1.788 -1.645 0.785 0.15
C 0.005 0.801 -0.577 -0.09
H -2.507 -1.256 -1.629 0.10
N -2.174 -0.842 -0.754 0.04
H 3.256 -0.231 0.216 0.06
N 1.050 -1.130 0.377 0.05
C 1.237 0.096 -0.055 -0.19
H 2.786 1.452 0.469 0.16
H -0.408 1.642 1.540 0.13
H -0.522 0.164 -1.139 0.05
H -3.878 0.436 -0.515 0.15
```

SMILES = [H]/N=C/C=C\C/C(C)=[NH+]\N
2S+1 = 1
total charge = +1
HOMO level = -13.55 eV

---

No. 3
The following is a quantum chemistry calculation of the ion C5H9N2 with charge +1 in a non-equilibrium geometry, from the OMol25 dataset.

Structure (XYZ):
```
16
Properties=species:S:1:pos:R:3:lowdin_charge:R:1
H -0.613 2.165 -1.191 0.09
C 1.278 -1.674 -0.468 -0.05
N 1.839 -1.316 0.676 0.13
H -0.460 -1.207 -1.400 0.18
C -1.083 0.942 0.548 -0.14
C -0.044 -0.153 0.482 -0.18
N 0.163 -0.986 -0.635 0.16
H 2.756 -1.648 0.936 0.19
H -0.566 1.756 1.056 0.12
H 1.272 0.101 2.200 0.15
H -2.350 2.010 -0.849 0.08
C 1.040 -0.343 1.254 0.01
C -1.400 1.496 -0.849 -0.08
H -1.430 0.731 -1.610 0.06
H -1.980 0.557 1.010 0.12
H 1.579 -2.431 -1.161 0.16
```

SMILES = CCc1c[nH]c[nH+]1
2S+1 = 1
total charge = +1
HOMO level = -14.37 eV

---

No. 4
The following is a quantum chemistry calculation of a structure of composition C43H38IN7P2Se2Tc in a non-equilibrium geometry, from the OMol25 dataset.

Structure (XYZ):
```
94
Properties=species:S:1:pos:R:3:lowdin_charge:R:1
C -0.722 3.483 -2.641 0.00
Se 0.929 -1.073 -2.277 0.45
H -2.563 3.988 5.896 0.12
N 3.429 -0.702 0.004 -0.06
H 1.076 -6.319 1.858 0.12
H 0.582 -4.350 3.283 0.12
H -0.489 1.567 -1.724 0.06
H 6.071 -2.768 -0.053 0.13
C 5.181 -2.296 0.338 0.01
H 3.656 3.138 -0.674 -0.07
C 3.381 1.071 -3.946 -0.14
H -1.800 3.405 -2.660 0.12
H 0.987 -6.117 -0.603 0.12
C 4.680 -2.645 1.566 -0.02
H 0.417 -3.968 -1.647 0.09
C 0.544 -4.273 2.205 -0.06
C 4.547 -1.303 -0.415 -0.34
C 4.182 1.033 -5.047 -0.04
C -4.156 -0.266 -1.342 -0.05
H 2.417 1.550 -3.987 0.09
C -2.562 -2.518 -1.696 -0.08
C -4.667 -1.394 -1.967 -0.05
N 0.870 0.865 0.307 -0.23
C 3.544 -1.990 2.034 -0.04
H -3.850 1.459 1.846 0.11
H -5.692 -1.400 -2.312 0.12
C -3.155 -2.148 1.853 -0.08
C -2.209 2.234 4.720 -0.08
H -6.187 -1.778 4.202 0.12
H -4.783 0.603 -1.193 0.11
C 1.315 4.614 -3.075 0.01
H -6.182 -3.529 2.457 0.12
C 5.414 0.375 -4.947 -0.02
C -3.808 3.936 4.153 -0.04
H 3.116 -2.198 3.003 0.11
H -0.869 5.637 -4.824 0.10
C 4.845 -0.207 -2.691 -0.29
C -4.241 -2.999 1.717 -0.04
C -0.834 5.753 -3.738 -0.02
H -2.461 0.617 -0.375 0.09
H -1.444 1.836 5.375 0.09
C -2.835 3.440 5.005 -0.04
H 6.086 -1.392 -1.686 0.14
H -1.951 -3.402 -1.826 0.11
C -2.570 1.532 3.580 -0.38
H -0.345 6.702 -3.526 0.09
H 1.886 5.454 -3.445 0.13
N 3.716 0.511 -2.745 -0.05
C -0.078 4.612 -3.140 -0.23
H 3.858 1.499 -5.964 0.12
H -4.936 3.617 2.352 0.12
N 0.850 1.830 1.231 0.00
H 6.092 0.337 -5.788 0.13
C -5.335 -2.863 2.558 -0.04
C -0.718 0.424 1.762 -0.40
H 2.994 2.514 0.839 -0.05
H -4.226 -3.772 0.961 0.12
H 5.171 -3.403 2.159 0.13
C 5.735 -0.254 -3.778 0.02
C 0.009 2.446 -2.107 -0.13
H 6.658 -0.808 -3.679 0.13
C -0.114 -0.043 0.605 -0.43
C -2.049 -1.383 -1.068 -0.38
C 0.765 -5.261 0.019 -0.04
C 0.818 -5.372 1.404 -0.04
C -5.339 -1.879 3.538 -0.04
Tc 2.385 0.808 -1.100 1.13
H -4.274 -3.397 -2.629 0.12
C -4.261 -1.022 3.669 -0.08
H 2.097 -0.512 1.590 0.09
H 3.061 3.541 -2.497 0.11
H -4.273 -0.257 4.434 0.12
H -2.300 -2.291 1.212 0.07
P -1.787 -0.041 3.189 0.66
C 0.207 -3.060 1.626 -0.12
H -4.298 4.873 4.382 0.12
C -4.167 3.231 3.008 -0.05
C 2.962 -1.046 1.236 -0.12
N 5.184 -0.950 -1.593 0.12
H -1.857 5.788 -3.373 0.09
I 5.538 1.838 0.568 0.78
C -3.161 -1.148 2.815 -0.35
C -3.552 2.027 2.722 -0.08
C 1.982 3.544 -2.529 -0.13
C 3.545 2.248 -0.062 -0.81
N -0.076 1.588 2.087 0.02
N 1.352 2.459 -2.035 -0.10
H 0.008 -2.218 2.279 0.04
Se -0.481 -0.831 4.657 0.68
C -2.846 -0.255 -0.889 -0.09
C 0.429 -4.054 -0.568 -0.10
C -3.872 -2.518 -2.145 -0.05
C 0.137 -2.951 0.240 -0.36
P -0.336 -1.404 -0.533 0.68
```

2S+1 = 4
total charge = +2
HOMO level (alpha / beta) = -12.48 / -12.42 eV

---

Table of energy above the lowest of the compared OMol25 structures with the same formula, charge and spin (kJ/mol), in record order: 386.1; 394.3; 70.7; 0.0